(1)
60
Properties=species:S:1:pos:R:3:lowdin_spin:R:1 method="wB97M-V/def2-TZVPD" homo_ha="-0.514 / -0.508" total_charge=+2 lumo_ev="-8.160 / -8.068" spin_multiplicity=2 gap_ha="0.214 / 0.212"
Re -0.4464 0.1941 0.0735 0.9827
C -1.1953 -4.1669 -0.3331 0.0001
O -0.8978 -3.5397 -1.6143 0.0055
C -0.6913 -2.2791 -1.3864 0.0111
N -0.8203 -1.8513 -0.1668 0.0136
C -1.0869 -3.0258 0.7069 0.0040
C 0.0001 -3.2046 1.7640 0.0047
C 0.5839 -4.4378 2.0254 -0.0001
C 1.5574 -4.5595 3.0089 0.0041
C 1.9522 -3.4591 3.7505 -0.0001
C 1.3560 -2.2282 3.5162 0.0049
C 0.3802 -2.1101 2.5401 0.0216
C -0.2266 -1.3431 -2.4126 0.0048
C -0.0433 -1.5650 -3.7623 0.0010
C 0.4740 -0.5246 -4.5305 0.0031
C 0.8337 0.6787 -3.9299 0.0018
C 0.6465 0.8087 -2.5670 0.0068
N 0.1054 -0.1780 -1.8336 0.0092
C 1.1264 1.8705 -1.6777 0.0099
N 0.9372 1.7435 -0.3935 0.0035
C 1.9193 2.6527 0.2511 0.0019
C 2.2132 3.6240 -0.9023 0.0000
O 1.8831 2.8426 -2.0911 0.0049
C 1.5586 3.3714 1.5212 0.0004
C 2.6016 3.9619 2.2328 0.0000
C 2.3394 4.7000 3.3746 0.0001
C 1.0333 4.8399 3.8261 0.0000
C -0.0043 4.2430 3.1272 0.0000
C 0.2556 3.5195 1.9718 0.0007
H -0.4566 -4.9483 -0.1893 0.0001
H -2.1867 -4.6069 -0.3947 0.0000
H -2.0397 -2.8664 1.2148 0.0002
H 0.2845 -5.3301 1.4912 -0.0001
H 2.0065 -5.5265 3.1912 0.0003
H 2.7076 -3.5610 4.5177 0.0000
H 1.6278 -1.3649 4.1093 0.0001
H -0.1278 -1.1589 2.4356 0.0151
H -0.2860 -2.5244 -4.1988 0.0000
H 0.6205 -0.6615 -5.5937 0.0001
H 1.2732 1.4883 -4.4970 0.0001
H 2.8001 2.0293 0.4500 0.0003
H 3.2473 3.9428 -0.9715 0.0000
H 1.5521 4.4911 -0.8721 0.0001
H 3.6264 3.8309 1.9012 0.0000
H 3.1545 5.1635 3.9133 0.0000
H 0.8238 5.4113 4.7200 0.0000
H -1.0248 4.3488 3.4730 0.0000
H -0.5591 3.0821 1.4163 0.0007
Cl -2.5143 2.1742 -0.9514 0.0543
C -3.2249 2.3298 0.6148 -0.0145
C -4.2761 3.1785 0.8567 0.0034
C -4.8002 3.2410 2.1449 -0.0186
C -4.2810 2.4585 3.1649 0.0030
C -3.2154 1.6107 2.9211 -0.0174
Cl -2.5498 0.6294 4.1536 -0.0055
C -2.6492 1.5361 1.6352 -0.0056
N -1.5640 0.7939 1.3333 -0.1162
H -4.6839 3.7838 0.0589 0.0006
H -5.6281 3.9060 2.3462 -0.0010
H -4.6999 2.5095 4.1605 0.0003



(2)
218
Properties=species:S:1:pos:R:3:lowdin_charge:R:1 method="wB97M-V/def2-TZVPD" homo_ha=-0.644 total_charge=+6 lumo_ev=-10.492 gap_ha=0.258
C -0.7056 24.9469 -14.7933 -0.1512
C -1.9385 24.8286 -15.5167 -0.5533
O -2.3845 25.8268 -16.3991 -0.3492
H -0.7486 25.6315 -13.9461 0.0522
H 0.1932 25.1848 -15.3622 0.0562
H -0.3294 24.0140 -14.3733 0.0751
H -2.6174 24.2840 -14.8605 0.0767
H -1.6610 24.0013 -16.1698 0.0595
C -11.4044 22.9347 -13.7723 -0.0675
C -10.0699 23.4211 -13.3528 -0.2699
C -9.6861 24.8028 -13.9106 -0.0729
N -8.1388 25.1538 -13.7131 -0.2099
C -7.9695 26.6631 -13.9483 -0.0911
C -6.5151 27.2515 -14.0809 -0.1105
C -5.7877 26.4253 -15.1895 -0.2066
C -5.8598 24.9237 -14.9175 -0.1583
C -7.3153 24.4120 -14.8096 -0.0782
C -7.6673 24.6459 -12.3110 0.0485
H -11.4299 21.8459 -13.8156 0.0985
H -11.5690 23.3153 -14.7803 0.0809
H -12.1410 23.3615 -13.0916 0.1033
H -9.2537 22.7247 -13.5453 0.0978
H -10.0583 23.5335 -12.2687 0.1134
H -10.1857 25.4806 -13.2185 0.1384
H -9.9540 25.0084 -14.9470 0.1308
H -8.6293 26.9463 -14.7684 0.1316
H -8.5713 27.1356 -13.1719 0.1326
H -6.6122 28.2305 -14.5502 0.1059
H -5.9730 27.1305 -13.1430 0.1006
H -6.2775 26.5470 -16.1557 0.0893
H -4.7414 26.7166 -15.2818 0.0893
H -5.2011 24.4905 -15.6701 0.1060
H -5.3861 24.8557 -13.9382 0.0977
H -7.7652 24.6839 -15.7645 0.1230
H -7.3849 23.3547 -14.5543 0.1209
H -8.3460 25.0961 -11.5867 0.1175
H -6.6488 24.9317 -12.0482 0.0794
H -7.6872 23.5566 -12.3437 0.1010
C -8.1840 16.9904 -17.8065 -0.0769
C -6.8628 17.7817 -17.5419 -0.2000
C -6.8955 19.0344 -18.4707 -0.1064
N -5.6116 19.9599 -18.6027 -0.2169
C -5.7845 21.0889 -19.6313 -0.0854
C -4.6211 22.0713 -19.6048 -0.1518
C -4.4808 22.6947 -18.2335 -0.2097
C -4.3367 21.6715 -17.1144 -0.1323
C -5.4847 20.5773 -17.2061 -0.0723
C -4.4371 19.0372 -19.0127 0.0590
H -8.3391 15.9834 -17.4192 0.0932
H -8.3509 16.8072 -18.8679 0.0805
H -9.0832 17.5364 -17.5214 0.0800
H -6.0243 17.1403 -17.8129 0.0996
H -6.7325 17.9579 -16.4741 0.1076
H -7.6834 19.6835 -18.0888 0.1206
H -7.3336 18.7476 -19.4268 0.1353
H -6.7638 21.5451 -19.4864 0.1345
H -5.8427 20.5153 -20.5564 0.1383
H -4.8241 22.8820 -20.3045 0.1082
H -3.7080 21.5577 -19.9056 0.1108
H -5.3647 23.2822 -17.9854 0.0944
H -3.6484 23.3983 -18.2499 0.1029
H -4.2539 21.9875 -16.0746 0.1133
H -3.3176 21.3004 -17.2235 0.0841
H -6.4371 20.9427 -16.8220 0.1307
H -5.2189 19.7277 -16.5771 0.1263
H -4.3460 18.1916 -18.3309 0.1017
H -3.4947 19.5611 -18.8534 0.0863
H -4.5699 18.6982 -20.0401 0.1269
C -0.5460 21.5297 -18.1351 -0.0849
C -0.4836 22.4099 -19.4024 -0.1736
C -0.0623 23.8881 -19.0349 -0.1059
N 0.4702 24.8209 -20.1333 -0.2095
C 0.7722 26.2402 -19.5709 -0.1005
C 2.0410 26.2806 -18.7347 -0.1799
C 3.2549 25.8458 -19.5342 -0.1711
C 3.0088 24.4863 -20.0568 -0.1779
C 1.7521 24.3045 -20.8235 -0.0830
C -0.7213 25.0475 -21.1361 0.0447
H -0.9408 20.5292 -18.3114 0.0724
H -1.2356 21.7490 -17.3200 0.0450
H 0.4123 21.4412 -17.6232 0.0855
H -1.4362 22.4306 -19.9318 0.0828
H 0.2211 22.0186 -20.1362 0.1052
H 0.6512 23.8603 -18.2114 0.1186
H -0.9066 24.4394 -18.6211 0.1088
H -0.0855 26.6159 -19.0130 0.1254
H 0.9678 26.9178 -20.4019 0.1409
H 1.8720 25.6805 -17.8406 0.1023
H 2.0085 27.2747 -18.2890 0.1159
H 4.0714 25.8286 -18.8123 0.1310
H 3.5311 26.6094 -20.2613 0.1380
H 2.9644 23.8044 -19.2075 0.1271
H 3.8157 24.1202 -20.6915 0.1489
H 1.5140 23.2765 -21.0965 0.1315
H 1.8071 24.9717 -21.6838 0.1451
H -0.4384 25.7467 -21.9230 0.1117
H -1.5763 25.3846 -20.5501 0.0856
H -1.0239 24.1227 -21.6275 0.1024
C 2.9152 23.9517 -13.2834 -0.0993
C 4.1877 23.7999 -12.4379 -0.1970
C 4.0046 22.5762 -11.5517 -0.1478
N 5.0505 22.2647 -10.4883 -0.2351
C 6.3963 22.0540 -11.2622 -0.0336
C 7.5530 21.3650 -10.3361 -0.1130
C 7.0516 20.0317 -9.7243 -0.1409
C 5.6003 20.0946 -9.0304 -0.1459
C 4.5691 20.9615 -9.7015 -0.1288
C 5.1678 23.1651 -9.2450 0.0352
H 2.8091 25.0129 -13.5087 0.0562
H 1.9502 23.6968 -12.8454 0.0679
H 2.9516 23.4887 -14.2695 0.0793
H 4.2868 24.6805 -11.8033 0.1152
H 5.0465 23.7143 -13.1037 0.1179
H 3.8624 21.6513 -12.1107 0.1371
H 3.2342 22.6464 -10.7838 0.1259
H 6.0099 21.4489 -12.0824 0.1235
H 6.7508 22.9711 -11.7326 0.1218
H 8.4978 21.1699 -10.8435 0.1222
H 7.7799 21.9822 -9.4667 0.1012
H 6.8149 19.3842 -10.5685 0.1067
H 7.7885 19.5473 -9.0836 0.1256
H 5.2408 19.0659 -9.0025 0.1266
H 5.6687 20.4621 -8.0065 0.1112
H 4.2079 20.2887 -10.4793 0.1197
H 3.6354 21.1418 -9.1687 0.1323
H 6.0157 22.8905 -8.6175 0.1083
H 4.2305 23.1807 -8.6888 0.1074
H 5.3958 24.1465 -9.6610 0.1025
C -10.8405 24.5789 -20.1040 -0.0575
C -9.2947 24.7209 -20.2797 -0.2051
C -8.6830 26.0163 -19.6313 -0.0976
N -7.2400 26.5154 -20.1058 -0.1956
C -6.2210 25.3671 -19.8379 -0.1332
C -4.8370 25.7991 -19.8245 -0.2166
C -4.5376 26.9488 -18.8887 -0.1531
C -5.4493 28.1416 -19.2816 -0.1530
C -6.9461 27.8196 -19.2137 -0.0436
C -7.1918 26.8448 -21.6030 0.0447
H -11.1384 23.9851 -19.2399 0.0762
H -11.3514 24.2361 -21.0038 0.0929
H -11.2024 25.5836 -19.8855 0.0729
H -9.0169 24.8072 -21.3302 0.1011
H -8.8298 23.8151 -19.8906 0.0873
H -8.7189 26.0069 -18.5419 0.1109
H -9.3437 26.8520 -19.8617 0.1260
H -6.4603 25.0763 -18.8151 0.1211
H -6.4840 24.5885 -20.5540 0.1303
H -4.2245 24.9715 -19.4669 0.0879
H -4.3562 25.8120 -20.8026 0.1320
H -4.7738 26.5991 -17.8836 0.0909
H -3.4747 27.1896 -18.9093 0.1125
H -5.2981 28.9313 -18.5457 0.0942
H -5.0910 28.6210 -20.1926 0.1249
H -7.1466 27.5387 -18.1798 0.1099
H -7.5102 28.6667 -19.6040 0.1453
H -6.2650 27.3654 -21.8442 0.1029
H -7.9841 27.5484 -21.8587 0.1223
H -7.1613 25.9084 -22.1601 0.1078
C 1.9117 27.8896 -15.0505 -0.0801
C 0.7642 28.8155 -14.6209 -0.2087
C -0.2862 28.9258 -15.7208 -0.1315
N -1.5493 29.8109 -15.4514 -0.2204
C -2.3292 29.9534 -16.7856 -0.0614
C -3.7003 30.6000 -16.4837 -0.1505
C -4.5881 29.8761 -15.4635 -0.1607
C -3.7479 29.5719 -14.2145 -0.1552
C -2.3611 28.9814 -14.4216 -0.0954
C -1.0347 31.1634 -15.0605 0.0330
H 2.6445 27.4987 -14.3447 0.0776
H 2.4557 28.4054 -15.8418 0.0822
H 1.5919 26.9718 -15.5439 0.0408
H 1.1498 29.8218 -14.4572 0.1062
H 0.3513 28.4547 -13.6788 0.1028
H -0.6200 27.9383 -16.0395 0.1047
H 0.1534 29.3128 -16.6401 0.1337
H -2.4119 28.9093 -17.0874 0.1217
H -1.7272 30.5037 -17.5087 0.1406
H -4.1742 30.6237 -17.4650 0.1057
H -3.6270 31.6685 -16.2808 0.1248
H -4.8477 28.9276 -15.9336 0.0825
H -5.5108 30.4093 -15.2343 0.1286
H -4.2643 28.8588 -13.5719 0.0932
H -3.5177 30.4780 -13.6540 0.1224
H -2.4244 27.9516 -14.7733 0.1032
H -1.8074 28.8964 -13.4865 0.1239
H -1.8636 31.8104 -14.7734 0.1082
H -0.5603 31.5179 -15.9755 0.1222
H -0.3342 31.1699 -14.2254 0.1076
C -5.0432 29.4942 -7.0817 -0.0731
C -4.7924 28.4653 -8.1766 -0.2658
C -3.5170 27.6935 -8.0709 -0.1055
N -3.4369 26.4601 -9.0355 -0.2174
C -3.3881 26.9231 -10.5295 -0.0953
C -3.0483 25.7613 -11.4795 -0.1841
C -1.6854 25.1189 -11.1843 -0.1828
C -1.7130 24.5871 -9.7183 -0.1291
C -2.0817 25.7630 -8.7229 -0.0560
C -4.6288 25.5188 -8.8837 0.0317
H -5.1581 28.9772 -6.1290 0.0879
H -5.9934 30.0264 -7.1253 0.0956
H -4.1858 30.1584 -6.9728 0.0906
H -4.8435 29.0340 -9.1051 0.1070
H -5.6962 27.8560 -8.1690 0.1095
H -3.5255 27.2997 -7.0546 0.1423
H -2.6182 28.3040 -8.1575 0.1459
H -2.6488 27.7204 -10.6053 0.1334
H -4.2894 27.4723 -10.8020 0.1130
H -2.9685 26.0944 -12.5143 0.1006
H -3.8413 25.0138 -11.5023 0.1017
H -0.8895 25.8415 -11.3644 0.1141
H -1.6332 24.3433 -11.9484 0.1058
H -0.7163 24.2341 -9.4536 0.1158
H -2.3335 23.6921 -9.6724 0.1118
H -1.3397 26.5270 -8.9550 0.1312
H -2.0906 25.4347 -7.6836 0.1433
H -4.4440 24.5486 -9.3448 0.0935
H -5.4685 26.0315 -9.3529 0.0953
H -4.7885 25.2910 -7.8298 0.1242